Entry 1:
A single C6H8N2O2S molecule. Source: OMol25; level of theory: ωB97M-V with the def2-TZVPD basis set.

```
19
Properties=species:S:1:pos:R:3:forces:R:3
C 0.1456 1.8588 -0.2327 2.726 -0.361 -2.579
C -0.2723 1.4688 0.9204 -2.337 -1.236 2.158
C -0.9436 -0.9709 -1.9146 -0.330 0.148 0.195
C 0.5397 1.0478 -1.4481 -3.600 -0.060 0.559
C -0.8715 -2.1001 -0.8088 -0.772 0.765 -0.335
C 0.0382 -1.0895 -0.0533 0.758 -0.030 0.022
N 0.2299 -0.5175 2.4685 1.294 -0.131 1.680
N 0.1217 -0.3161 -1.2884 -0.106 -0.595 -0.262
O -1.6536 -0.6371 -2.8422 1.080 -0.620 1.139
O -0.0135 -1.8811 3.0198 -0.540 1.945 1.515
S -0.8595 -0.2396 1.3722 0.745 0.980 -1.947
H 0.4380 2.8679 -0.4048 -0.195 0.993 0.377
H -0.5862 2.2268 1.6289 0.214 -0.348 0.382
H -0.1163 1.4712 -2.2129 -0.345 -0.162 -0.287
H 1.4585 1.1932 -1.9178 2.151 0.128 0.171
H -1.8349 -2.4363 -0.3746 0.620 0.471 -0.058
H -0.3489 -2.9578 -1.1679 0.478 -0.588 -0.246
H 1.0392 -1.3233 0.5241 -1.888 0.123 -1.311
H -0.1147 -1.5230 3.9466 0.046 -1.422 -1.173
```
Forces are in eV/Å.

The maximum force comes out at 3.77 eV Å⁻¹. The energy above the lowest of the compared OMol25 structures with the same formula, charge and spin comes out at 601.4 kJ/mol. Its gap between HOMO and LUMO is 0.315 hartree. The total charge is 0.

Entry 2:
A single C6H8N2O2S molecule. Source: OMol25; level of theory: ωB97M-V with the def2-TZVPD basis set.

```
19
Properties=species:S:1:pos:R:3:forces:R:3
C -0.8999 1.8359 0.2753 1.290 0.542 0.119
C -0.8807 0.5334 0.2544 1.290 0.607 -0.561
C 1.6481 0.8276 -0.2279 -2.369 2.357 -0.957
C 1.6761 -0.5635 -0.1414 0.508 -3.628 1.511
C 1.7581 -0.9956 1.3402 2.148 -2.478 0.260
C -1.4310 -1.5426 -1.2406 -2.614 2.880 -0.352
N 1.4159 2.0153 -0.2535 1.058 -0.634 -0.356
N 0.2616 2.6541 -0.0023 0.051 -2.541 1.083
O 1.7061 -1.4604 -0.9945 0.056 1.880 0.067
O -3.4134 -0.1731 0.0302 1.109 -0.333 -0.052
S -2.0422 -0.7215 0.3034 -0.692 -0.598 -0.204
H -1.5547 2.5238 0.7473 -1.475 0.093 0.028
H 2.9097 -1.1879 1.6280 -2.358 0.643 -0.792
H 1.3306 -2.1077 1.4057 0.408 2.746 0.102
H 1.3882 -0.2187 2.0201 -0.233 -0.660 -0.017
H -1.4468 -0.7596 -2.0353 -0.700 -0.590 0.435
H -2.1082 -2.3471 -1.3926 -0.567 -0.588 -0.360
H -0.4597 -1.8244 -1.2709 3.101 -1.213 0.793
H 0.1422 3.5121 -0.4455 -0.011 1.518 -0.747
```
Forces are in eV/Å.

The maximum force comes out at 3.96 eV Å⁻¹. The energy above the lowest of the compared OMol25 structures with the same formula, charge and spin comes out at 783.4 kJ/mol. Its gap between HOMO and LUMO (spin up / spin down) is 0.267 / 0.253 hartree. The total charge is 0.

Entry 3:
A single C6H8N2O2S2 molecule. Source: OMol25; level of theory: ωB97M-V with the def2-TZVPD basis set.

```
20
Properties=species:S:1:pos:R:3:forces:R:3
C -0.1132 -0.9715 -0.1287 -1.861 -6.045 0.388
C 0.0444 0.3697 -0.3220 1.752 4.120 -0.419
C -2.2124 -0.4734 -0.2244 -3.578 1.829 -0.900
C 1.1628 -1.7131 0.1983 1.512 0.420 -1.002
C -3.7156 -0.5344 -0.3728 -0.318 -1.590 -0.948
C 1.6647 2.2389 0.3470 2.152 1.358 2.590
N -1.3744 -1.4786 -0.0553 5.120 -1.274 0.251
N 1.3319 1.0057 -0.3045 -2.064 -2.154 0.705
O 3.1145 -0.4692 -1.1146 0.068 -0.316 -0.794
O 3.1940 -0.1311 1.2340 0.015 0.961 2.209
S -1.4670 1.1024 -0.3056 -0.959 3.266 -0.219
S 2.3835 -0.2709 0.0934 0.519 -2.040 -2.032
H 1.0351 -2.1952 1.1795 0.531 0.351 -0.245
H 1.8157 -2.3757 -0.5342 -2.235 0.960 1.137
H -4.1601 -0.7390 -1.4438 1.265 0.492 1.388
H -3.9952 -1.5299 0.1409 -0.124 1.916 -0.198
H -4.2249 0.4336 -0.0755 0.519 -1.409 0.262
H 1.1703 3.1398 -0.0407 -0.186 -0.659 -0.045
H 1.5327 2.1671 1.5184 -0.004 0.242 -2.211
H 2.8130 2.4247 0.2106 -2.125 -0.427 0.082
```
Forces are in eV/Å.

The maximum force comes out at 6.34 eV Å⁻¹. Its gap between HOMO and LUMO (spin up / spin down) is 0.212 / 0.270 hartree. The multiplicity is 3. The total charge is 0.

Entry 4:
A single C6H8N2S2 molecule. Source: OMol25; level of theory: ωB97M-V with the def2-TZVPD basis set.

```
18
Properties=species:S:1:pos:R:3:forces:R:3
C 1.0085 2.2296 -0.1281 -2.251 -3.420 -1.665
N 1.0055 0.7529 -0.3637 0.773 1.606 -0.652
S 2.4537 0.1138 -0.8694 -0.170 -0.238 -0.959
S 3.3034 -0.4469 0.9002 0.131 -0.696 0.767
C -0.1201 -0.0251 -0.2610 -0.085 -2.443 1.242
C -1.4128 0.4470 0.0488 2.380 -2.329 -1.205
C -2.3892 -0.4850 0.0733 -3.869 -0.238 0.701
C -2.1520 -1.8717 -0.0108 1.475 0.059 0.491
C -0.8216 -2.2907 -0.0097 -0.755 6.089 -1.577
N 0.1420 -1.3424 -0.2424 -0.321 -1.226 0.627
H 1.9926 2.4626 -0.0390 2.459 1.321 0.633
H 0.4906 2.6827 -0.9261 -0.082 0.940 -1.408
H 0.3546 2.3413 0.6517 -0.857 0.946 2.736
H 4.5198 0.0096 0.6171 0.213 0.378 0.016
H -1.5093 1.4410 0.1818 -1.013 3.079 0.415
H -3.4734 -0.0722 0.2641 2.112 -1.119 -0.497
H -2.8362 -2.6843 0.0216 -1.192 0.091 0.167
H -0.5559 -3.2621 0.0915 1.054 -2.801 0.166
```
Forces are in eV/Å.

The maximum force comes out at 6.33 eV Å⁻¹. The energy above the lowest of the compared OMol25 structures with the same formula, charge and spin comes out at 162.4 kJ/mol. Its gap between HOMO and LUMO is 0.324 hartree. The total charge is 0. The SMILES is CN(SS)c1ccccn1.

Entry 5:
A single C6H8N4 molecule. Source: OMol25; level of theory: ωB97M-V with the def2-TZVPD basis set.

```
18
Properties=species:S:1:pos:R:3:forces:R:3
C -0.4082 2.5345 -0.4622 -1.551 -2.702 -1.752
C -0.0951 1.1275 -0.0956 -5.671 -3.996 6.000
C -1.0069 0.2539 0.9501 6.643 4.395 -7.266
N -0.6668 -1.0512 1.0283 1.290 -2.942 -0.393
N -1.1808 -1.9673 1.9060 1.344 0.241 -0.361
N -0.5393 -3.0566 1.6575 -1.963 -1.038 1.657
N 0.2749 -3.0074 0.6247 0.591 1.091 -0.483
C 0.2438 -1.7624 0.2285 -1.779 0.858 0.778
C 0.7800 -1.1202 -0.9607 0.263 1.872 -0.459
C 1.0641 0.3837 -0.4786 0.579 -1.904 -1.725
H -1.1414 2.4755 -1.3070 -0.225 0.240 0.999
H 0.3398 3.0196 -0.9793 2.331 1.055 -0.463
H -0.7377 3.0488 0.3700 -0.965 1.393 1.379
H -1.8183 0.6511 1.3635 -3.258 1.127 1.831
H 1.7304 -1.6075 -1.2390 -0.607 0.285 -0.235
H -0.0132 -1.1272 -1.7731 1.070 -0.143 0.658
H 1.5271 0.9643 -1.2557 1.008 -0.100 -0.253
H 1.6477 0.2410 0.4226 0.900 0.266 0.088
```
Forces are in eV/Å.

The maximum force comes out at 10.78 eV Å⁻¹. The energy above the lowest of the compared OMol25 structures with the same formula, charge and spin comes out at 394.3 kJ/mol. Its gap between HOMO and LUMO (spin up / spin down) is 0.293 / 0.293 hartree. The total charge is 0. The SMILES is CC1=Cn2nnnc2CC1.

Entry 6:
A single C6H8N4O molecule. Source: OMol25; level of theory: ωB97M-V with the def2-TZVPD basis set.

```
19
Properties=species:S:1:pos:R:3:forces:R:3
N -3.8869 -1.7976 -0.4071 -0.719 -0.443 -0.203
C -2.9680 -1.3377 0.0903 -2.056 -1.483 -1.448
C -1.8454 -0.7172 0.5670 2.249 2.791 1.829
C -0.7315 -0.4282 -0.4744 -1.324 0.827 -0.897
N -0.1178 0.8613 -0.1120 0.570 -0.069 0.103
C 1.3026 1.0754 -0.2020 0.409 -0.671 -3.161
C 2.1617 0.1243 0.5780 2.451 -0.277 3.183
C 2.7045 -1.1096 -0.0681 0.170 -1.422 -2.949
N 3.0521 -1.9427 -0.8330 -1.032 2.505 2.848
N -0.7351 2.0154 -0.3202 -1.652 -0.440 0.470
O -1.9382 1.8870 -0.4700 0.298 0.674 -0.527
H -2.1946 0.2886 0.8907 0.136 -0.588 -0.218
H -1.5350 -1.1435 1.5168 0.559 -0.456 -0.141
H 0.0426 -1.1833 -0.5157 0.071 -0.121 0.021
H -1.2316 -0.3334 -1.5212 0.885 -0.078 1.710
H 1.4945 1.0646 -1.3392 0.538 -0.471 1.537
H 1.5561 2.0931 0.0271 -0.344 0.380 0.640
H 1.7906 -0.1305 1.6394 -0.201 0.160 -1.787
H 3.0794 0.7139 0.9534 -1.009 -0.817 -1.009
```
Forces are in eV/Å.

The maximum force comes out at 4.03 eV Å⁻¹. The energy above the lowest of the compared OMol25 structures with the same formula, charge and spin comes out at 365.8 kJ/mol. Its gap between HOMO and LUMO is 0.374 hartree. The total charge is 0. The SMILES is N#CCCN(CCC#N)N=O.

Entry 7:
An isolated ion of composition C6H8N4O and charge +2. Source: OMol25; level of theory: ωB97M-V with the def2-TZVPD basis set.

```
19
Properties=species:S:1:pos:R:3:forces:R:3
C 1.4587 -1.2541 -0.1738 -0.685 -0.571 -0.051
C 0.5687 1.0550 0.2038 1.503 0.498 0.418
C -3.9517 -0.0720 -0.1568 0.754 2.770 -0.714
C 1.6490 0.1354 0.0500 0.287 0.159 0.047
C -1.8148 0.3262 0.0386 0.868 0.910 -0.142
C 3.0226 0.6323 0.1828 0.644 0.048 0.038
N -0.6936 0.9616 0.0515 -2.379 -0.327 -0.468
N -3.3125 -1.1774 0.1977 -0.488 -3.170 0.602
N -3.0305 0.8909 -0.3049 -1.297 0.228 -0.371
N -2.0802 -0.9898 0.3273 1.214 -0.651 0.601
O 2.4683 -2.0274 -0.1296 0.108 0.398 0.007
H 0.4542 -1.6420 -0.3410 0.076 -0.281 -0.016
H 0.8835 2.0719 0.4732 0.115 -0.294 0.094
H -5.0112 0.0174 -0.3291 -0.168 0.081 0.057
H 3.6885 0.1582 -0.5445 -0.050 0.134 -0.071
H 3.4589 0.3338 1.1513 -0.206 -0.050 0.026
H 3.1029 1.7131 0.1213 -0.076 0.033 -0.070
H -3.2063 1.8597 -0.5659 0.119 -0.090 0.030
H 2.3455 -2.9928 -0.2518 -0.338 0.176 -0.019
```
Forces are in eV/Å.

The maximum force comes out at 3.26 eV Å⁻¹. The energy above the lowest of the compared OMol25 structures with the same formula, charge and spin comes out at 112.4 kJ/mol. Its gap between HOMO and LUMO (spin up / spin down) is 0.229 / 0.244 hartree. The total charge is +2.

Entry 8:
A single C6H8N4OS2 molecule. Source: OMol25; level of theory: ωB97M-V with the def2-TZVPD basis set.

```
21
Properties=species:S:1:pos:R:3:forces:R:3
C -1.5924 0.6911 0.9686 3.384 0.758 3.097
C -2.7748 0.3495 0.5242 -4.279 1.069 -0.828
C -1.2872 -0.5997 -0.8152 0.516 -0.579 -1.373
C 1.2857 0.9373 -0.8286 0.603 -1.013 0.530
C 2.9146 -0.4728 0.1664 0.920 0.664 1.770
C 1.4636 -0.9754 0.6129 1.474 -0.038 -4.499
N -2.6036 -0.3849 -0.5908 -5.489 0.106 -0.143
N 2.5146 0.3922 -0.9578 -0.724 -0.792 2.024
N -0.6615 0.0316 0.2238 2.848 0.657 1.701
N 0.7267 0.2390 0.2520 -2.038 0.649 0.082
O -4.0291 0.8660 0.9359 1.713 -1.361 -0.394
S -0.6603 -1.4157 -2.0661 0.935 -1.255 -1.749
S 0.6362 2.1373 -1.7197 -0.285 0.162 -0.069
H -1.2908 1.0645 1.9450 -0.250 0.378 -0.419
H 3.5355 0.0922 1.0943 -1.919 -0.983 -2.383
H 3.6611 -1.2178 -0.1825 -0.959 0.114 0.214
H 1.1476 -1.8041 -0.2003 0.593 1.369 2.331
H 1.2965 -1.1413 1.6311 0.049 -0.835 1.353
H -3.3793 -0.5439 -1.2694 1.234 0.227 0.702
H 3.1096 0.7516 -1.6268 1.518 0.807 -1.270
H -4.0129 1.0035 1.9029 0.158 -0.105 -0.676
```
Forces are in eV/Å.

The maximum force comes out at 5.49 eV Å⁻¹. Its gap between HOMO and LUMO (spin up / spin down) is 0.170 / 0.234 hartree. The multiplicity is 3. The total charge is 0.

Entry 9:
A 2-piece molecular cluster, C6H8N4S overall. Source: OMol25; level of theory: ωB97M-V with the def2-TZVPD basis set.

```
19
Properties=species:S:1:pos:R:3:forces:R:3
C 2.9014 -1.5056 1.6118 0.586 -2.639 1.461
C 3.6574 -0.4064 1.2832 1.411 -0.433 2.103
C 1.5834 -1.2174 1.0934 1.831 1.978 0.509
C 0.5107 -2.0840 1.1071 -0.725 -2.950 1.189
C -1.6124 0.0909 -0.6448 0.102 -1.121 1.098
C -2.1246 1.0243 -1.5953 -0.844 2.064 0.428
N 1.5666 0.0675 0.6518 0.990 0.596 -0.883
N -1.0708 -0.6899 -0.0023 -0.585 0.840 -0.418
N 2.8425 0.5021 0.7904 -2.839 0.048 -1.460
N -3.6145 1.4536 -1.4650 0.695 -2.968 -1.677
S -0.2585 -3.3820 1.3881 1.040 1.923 -0.491
H 3.2189 -2.4145 2.3040 -0.696 2.080 -2.035
H 4.6551 -0.0448 1.5900 -0.498 -0.901 -0.379
H -2.0168 0.5725 -2.5395 0.258 -0.156 -1.455
H -1.5581 1.9723 -1.4686 -0.204 -0.592 -0.533
H 3.1566 1.3793 0.3634 -0.650 -0.278 0.379
H -3.6679 2.0677 -0.7080 -0.834 0.976 2.032
H -4.2896 0.6322 -1.4736 0.858 1.116 0.696
H -3.8796 1.9822 -2.2862 0.105 0.416 -0.565
```
Forces are in eV/Å.

The maximum force comes out at 3.48 eV Å⁻¹. The energy above the lowest of the compared OMol25 structures with the same formula, charge and spin comes out at 31.8 kJ/mol. Its gap between HOMO and LUMO is 0.306 hartree. The total charge is +2.

Entry 10:
C6H8NaO6 as an isolated structure. Source: OMol25; level of theory: ωB97M-V with the def2-TZVPD basis set.

```
21
Properties=species:S:1:pos:R:3:forces:R:3
O -1.9111 -3.0424 -3.4258 -0.670 -0.136 -0.009
C -1.2171 -2.9257 -2.3845 0.844 -1.648 -1.578
O -0.5366 -3.8689 -1.9102 -0.071 -0.213 0.623
O -1.1076 -1.6876 -1.8787 -0.175 0.892 0.399
C -0.1852 -1.4745 -0.8124 0.011 -0.398 0.123
C -0.1499 0.0067 -0.4880 -0.171 0.165 -0.279
C 0.8102 0.2847 0.6611 -1.011 -0.317 0.760
C 1.1240 1.7341 0.9212 2.214 1.470 -1.511
O 1.2923 2.5359 -0.0627 -0.978 -0.634 1.264
H 0.8122 -1.8245 -1.1145 -0.201 0.007 0.079
H -0.4981 -2.0641 0.0620 0.125 0.081 -0.158
H -1.1607 0.3539 -0.2268 0.233 -0.076 -0.067
H 0.1565 0.5620 -1.3865 -0.050 -0.096 0.294
H 1.7805 -0.2162 0.5010 -0.145 0.308 -0.058
H 0.4319 -0.1373 1.6076 0.016 -0.088 -0.275
H 1.9383 1.8359 1.6732 -0.486 0.150 0.520
Na -1.6402 -5.7089 -3.8572 0.212 1.496 0.690
H 0.2679 2.7167 1.9298 0.160 -0.407 -0.329
O -0.5757 3.4819 2.7680 -1.410 0.617 1.027
O 0.6449 5.0396 3.8917 -1.802 0.244 0.737
C -0.2767 4.3987 3.5316 3.354 -1.418 -2.251
```
Forces are in eV/Å.

The maximum force comes out at 4.28 eV Å⁻¹. The energy above the lowest of the compared OMol25 structures with the same formula, charge and spin comes out at 320.7 kJ/mol. Its gap between HOMO and LUMO (spin up / spin down) is 0.251 / 0.247 hartree. The multiplicity is 2. The total charge is 0.

Entry 11:
A single C6H8O2 molecule. Source: OMol25; level of theory: ωB97M-V with the def2-TZVPD basis set.

```
16
Properties=species:S:1:pos:R:3:forces:R:3
C 0.2611 1.6800 0.2338 -0.425 -4.145 2.572
C -0.9313 0.7300 -0.3320 -1.232 -0.497 4.216
O -2.3419 0.2849 -0.0224 1.890 0.033 -1.306
C -1.2254 -0.5734 0.4065 -0.175 2.468 0.433
C -0.3199 -1.6218 -0.2808 1.157 1.543 0.032
C 1.0285 -0.8723 0.1654 -0.915 3.691 0.710
O 2.3383 -0.1912 0.1263 1.104 -0.770 -1.467
C 1.2744 0.5760 -0.3407 -2.106 -0.885 -0.084
H 0.4450 2.5792 -0.2247 -0.036 2.174 -1.222
H 0.2920 1.8169 1.3910 -0.259 -0.473 -2.112
H -0.7110 0.4247 -1.3061 -0.069 0.240 -1.620
H -1.3822 -0.6239 1.5256 1.073 -0.012 -1.295
H -0.3060 -2.5279 0.2171 -0.305 -2.130 0.484
H -0.4832 -1.6439 -1.3256 -0.202 -0.479 -1.018
H 0.8701 -0.7771 1.2182 -0.413 -0.147 0.780
H 1.1915 0.7397 -1.4516 0.911 -0.609 0.898
```
Forces are in eV/Å.

The maximum force comes out at 4.90 eV Å⁻¹. The energy above the lowest of the compared OMol25 structures with the same formula, charge and spin comes out at 723.9 kJ/mol. Its gap between HOMO and LUMO is 0.383 hartree. The total charge is 0. The SMILES is C1[C@@H]2O[C@H]2C[C@H]2O[C@H]12.

Entry 12:
C6H8O2 as an isolated structure. Source: OMol25; level of theory: ωB97M-V with the def2-TZVPD basis set.

```
16
Properties=species:S:1:pos:R:3:forces:R:3
C 0.9200 -0.1181 -0.5147 -1.422 1.001 1.655
C -0.0189 1.2796 -0.4488 2.531 -3.108 6.537
C -0.8204 0.2326 0.5531 0.641 -1.051 -2.398
C 0.4672 -0.4845 0.9847 3.652 1.227 0.312
C -1.2723 -0.9205 -0.4111 4.187 1.930 -1.684
C -0.1245 -1.0931 -1.1941 -1.355 0.183 0.388
H 3.0795 -0.5613 -0.0842 -4.260 2.886 -3.026
H -0.4667 1.5673 -1.3036 -1.495 1.087 -2.747
H 0.3569 2.1104 0.3212 -0.364 -1.641 -2.180
H -2.6256 0.8797 1.1180 3.140 -0.391 0.893
H 1.2019 0.0810 1.6707 -1.405 -0.420 -0.659
H 0.6236 -1.5969 1.1910 -1.090 1.528 -0.126
H -2.2462 -1.2861 -0.4147 -1.378 -0.866 -0.414
H 0.0539 -1.7156 -2.1058 -0.283 0.528 1.082
O 2.2868 0.1225 -0.7499 2.903 -3.388 2.015
O -1.6474 0.7707 1.4741 -4.000 0.497 0.351
```
Forces are in eV/Å.

The maximum force comes out at 7.67 eV Å⁻¹. The energy above the lowest of the compared OMol25 structures with the same formula, charge and spin comes out at 519.4 kJ/mol. Its gap between HOMO and LUMO is 0.340 hartree. The total charge is 0.